1.
9 unconnected molecules or ions with the total composition C31H56N2O21 in a non-equilibrium geometry, computed with wB97M-V/def2-TZVPD.

```
110
Properties=species:S:1:pos:R:3:lowdin_charge:R:1
C -3.259 2.268 -4.147 -0.015
C -1.919 1.775 -4.592 -0.347
C -0.858 2.826 -4.638 -0.054
O 0.020 2.509 -3.535 0.122
C -0.448 1.452 -2.916 -0.605
O -0.157 0.956 -1.842 0.124
O -1.437 0.967 -3.570 0.075
H -3.824 2.782 -4.857 0.071
H -3.196 2.916 -3.275 0.096
H -3.927 1.422 -4.016 0.091
H -2.053 1.259 -5.548 0.156
H -1.361 3.770 -4.432 0.135
H -0.386 2.781 -5.661 0.158
C 1.457 2.581 0.286 -0.037
C 1.676 3.460 1.461 -0.344
C 2.987 3.214 2.216 -0.097
O 3.455 4.503 2.241 0.079
C 2.651 5.410 1.693 -0.589
O 2.725 6.580 1.880 0.163
O 1.643 4.805 1.090 0.124
H 0.764 2.996 -0.432 0.077
H 1.051 1.667 0.613 0.059
H 2.408 2.373 -0.179 0.083
H 0.751 3.281 1.961 0.120
H 3.620 2.435 1.653 0.155
H 2.850 2.867 3.243 0.124
C -3.614 1.566 -0.611 -0.038
O -4.012 2.442 0.428 -0.016
C -3.013 3.138 1.117 -0.256
O -1.588 2.916 0.829 -0.096
O -3.405 4.074 1.994 -0.001
C -2.534 4.860 2.621 -0.102
H -3.504 0.526 -0.294 0.087
H -2.789 2.117 -1.068 0.083
H -4.379 1.600 -1.324 0.071
H -2.522 4.610 3.739 0.122
H -2.856 5.940 2.384 0.138
H -1.551 4.782 2.278 0.059
C 4.140 -2.476 1.667 -0.015
O 4.130 -1.813 2.913 0.042
C 3.221 -0.963 3.134 -0.464
O 2.397 -0.377 2.094 -0.115
O 3.075 -0.642 4.385 0.034
C 1.937 0.152 4.785 0.007
H 4.441 -1.729 0.840 0.126
H 3.147 -2.918 1.667 0.100
H 4.827 -3.269 1.639 0.078
H 1.216 -0.640 4.790 0.084
H 1.678 0.944 4.050 0.086
H 2.105 0.548 5.712 0.052
C 0.365 -6.381 -4.490 -0.047
O 0.578 -5.558 -3.333 -0.032
C 0.634 -6.159 -2.133 -0.418
O 0.744 -7.543 -1.973 -0.057
O 0.769 -5.268 -1.152 -0.023
C 0.609 -5.682 0.202 -0.031
H 0.202 -5.737 -5.367 0.084
H -0.629 -6.882 -4.425 0.106
H 1.182 -7.131 -4.625 0.113
H 1.165 -4.908 0.723 0.081
H 1.207 -6.652 0.200 0.116
H -0.382 -5.834 0.585 0.095
C 0.656 4.343 8.784 -0.086
O -0.451 4.132 7.951 -0.014
C -0.341 3.176 6.948 -0.358
O 0.710 2.270 6.947 -0.049
O -1.303 3.117 6.020 -0.019
C -1.329 2.052 5.075 -0.045
H 0.725 3.460 9.515 0.125
H 0.595 5.232 9.452 0.104
H 1.581 4.488 8.343 0.063
H -2.175 2.140 4.324 0.103
H -1.317 1.100 5.626 0.104
H -0.432 2.196 4.399 0.102
C 2.436 -3.336 -5.215 -0.061
O 3.016 -2.990 -4.014 0.028
C 2.523 -1.980 -3.357 -0.413
O 1.241 -1.540 -3.717 -0.061
O 3.282 -1.532 -2.370 0.029
C 2.766 -0.687 -1.367 -0.014
H 2.884 -4.259 -5.601 0.108
H 2.633 -2.581 -5.901 0.084
H 1.374 -3.586 -5.085 0.081
H 3.199 0.255 -1.551 0.093
H 2.961 -1.215 -0.400 0.081
H 1.738 -0.587 -1.400 0.046
C -1.518 -1.899 -5.587 -0.130
C -2.570 -1.672 -4.647 -0.278
C -1.994 -2.066 -3.305 -0.190
C -3.026 -2.249 -2.326 -0.254
N -3.868 -2.386 -1.579 0.160
H -1.791 -1.707 -6.652 0.095
H -1.066 -2.810 -5.572 0.030
H -0.633 -1.154 -5.439 0.112
H -3.472 -2.232 -4.837 0.118
H -3.036 -0.679 -4.644 0.099
H -1.174 -1.400 -2.964 0.107
H -1.566 -3.085 -3.330 0.132
C -0.575 -2.308 0.578 -0.071
C -1.542 -1.101 0.951 -0.236
C -1.305 -0.486 2.302 -0.215
C -1.287 -1.243 3.496 -0.277
N -1.292 -1.845 4.416 0.173
H -0.687 -2.607 -0.508 0.075
H -0.866 -3.135 1.237 0.065
H 0.441 -1.952 0.711 0.051
H -2.646 -1.233 0.842 0.094
H -1.372 -0.417 0.017 0.114
H -1.975 0.340 2.485 0.098
H -0.379 0.150 2.277 0.124
```

Properties
HOMO-LUMO gap = 0.3841 Ha
SMILES = C[C@H]1COC(=O)O1.C[C@H]1COC(=O)O1.COC(=O)OC.COC(=O)OC.COC(=O)OC.COC(=O)OC.COC(=O)OC.CCCC#N.CCCC#N
highest occupied orbital energy = -10.2 eV
energy relative to the best compared isomer or geometry (same formula, charge and spin) = 60.43 kcal per mole

2.
C3H5NO2 in the gas phase in a non-equilibrium geometry, computed with wB97M-V/def2-TZVPD.

```
11
Properties=species:S:1:pos:R:3:lowdin_charge:R:1
C -1.100 1.317 0.048 -0.039
N 0.306 0.690 0.004 0.055
C 0.168 -0.643 0.036 -0.504
O -0.942 -1.139 0.139 0.031
C 1.320 -1.637 -0.055 -0.154
O 2.490 -1.387 -0.209 0.078
H -1.865 0.777 0.659 0.094
H -1.011 2.313 0.456 0.067
H -1.533 1.306 -0.963 0.087
H 1.261 1.064 -0.146 0.156
H 0.903 -2.660 0.030 0.129
```

Properties
HOMO-LUMO gap = 0.3674 Ha
SMILES = CNC(=O)C=O
highest occupied orbital energy = -10.0 eV
energy relative to the best compared isomer or geometry (same formula, charge and spin) = 32.74 kcal per mole

3.
A molecular structure, C10H6NO5Re in a non-equilibrium geometry, computed with wB97M-V/def2-TZVPD.

```
23
Properties=species:S:1:pos:R:3:lowdin_charge:R:1
O -2.991 -2.914 1.873 0.288
C -2.095 -2.377 1.391 0.240
Re 2.020 -0.248 -0.488 1.256
C 2.510 1.564 0.155 -0.140
O 2.804 2.629 0.524 0.275
C 3.906 -0.424 -0.988 -0.156
O 5.028 -0.507 -1.293 0.287
C 1.530 -1.176 -2.161 -0.165
O 1.258 -1.724 -3.155 0.250
C 2.094 -1.533 0.960 -0.174
O 2.162 -2.312 1.830 0.252
H -0.640 -1.628 0.714 0.381
C -2.751 1.184 0.315 0.033
C -2.372 0.697 -0.934 0.015
C -1.032 0.450 -1.202 -0.101
N -0.062 0.655 -0.277 -0.126
C -0.422 1.177 0.922 -0.120
C -1.748 1.434 1.243 0.008
H -3.796 1.356 0.568 0.154
H -3.094 0.471 -1.714 0.148
H -0.721 0.054 -2.172 0.119
H 0.375 1.360 1.649 0.126
H -1.965 1.812 2.239 0.148
```

Properties
HOMO-LUMO gap (spin up / spin down) = 0.2124 / 0.2064 Ha
highest occupied orbital energy (spin up / spin down) = -21.1 / -21.5 eV
total charge = +3
energy relative to the best compared isomer or geometry (same formula, charge and spin) = 0.00 kcal per mole
2S+1 = 4